{"formula": "C2H5NO4", "method": "wB97M-V/def2-TZVPD", "symbols": ["C", "C", "N", "O", "O", "O", "O", "H", "H", "H", "H", "H"], "positions_angstrom": [[1.614, 0.197, 0.488], [-0.335, -0.713, -0.530], [-1.083, 0.286, -0.143], [-0.921, 1.438, -0.807], [-1.952, 0.131, 0.696], [1.323, 1.384, 0.420], [-0.608, -1.887, 0.096], [1.718, -0.294, 1.501], [2.048, -0.383, -0.259], [-0.088, -0.790, -1.607], [-0.366, 2.155, -0.518], [-1.351, -1.523, 0.663]], "forces_ev_per_a": [[0.261, 2.161, 3.067], [-0.679, -1.539, -1.759], [1.667, -0.271, -1.270], [-2.154, 0.013, -2.553], [-1.297, 0.539, 2.123], [0.808, -0.831, -0.142], [-0.592, 1.367, 0.103], [-0.685, 0.198, -0.616], [0.677, -0.806, -2.001], [0.653, 0.515, 1.090], [1.122, -0.279, 1.729], [0.219, -1.067, 0.229]], "mulliken_charge": [-0.13, -0.32, 0.91, -0.46, -0.80, -0.51, -0.46, 0.26, 0.34, 0.39, 0.39, 0.40], "spin_multiplicity": 1, "smiles": "[O-]/[N+](O)=C\\O.C=O", "total_charge": 0, "lumo_energy_ev": [-0.204, -0.204], "homo_ev": [-8.97, -8.97], "energy_ev": -11829.4227}